# 1
Density functional theory data (ωB97M-V/def2-TZVPD) for a molecular structure, C4H48BO32 in a non-equilibrium geometry.

energy above the lowest of the compared OMol25 structures with the same formula, charge and spin: 256.2 kJ/mol
HOMO energy: -7.246 eV
HOMO-LUMO gap: 8.16 eV
total charge: -1

```
85
C4H48BO32, DFT ωB97M-V/def2-TZVPD
O 2.3676 0.1403 2.3632
C 1.6537 0.3536 1.3618
O 0.4447 0.2583 1.3191
B -0.0494 0.1489 -0.1186
O 1.2109 0.4150 -0.8574
C 2.0963 0.5416 0.0129
O 3.2806 0.7197 -0.3654
O -1.1447 1.1247 -0.3628
C -2.0969 0.3964 -0.6502
O -3.1948 0.7712 -0.3583
C -1.7755 -1.0028 -0.7393
O -0.6151 -1.1756 -0.3198
O -2.5936 -1.9037 -0.7114
O 2.2962 -2.0072 -1.8758
H 1.7427 -2.6028 -1.3472
H 3.1272 -2.2208 -1.4250
O -5.1290 -0.7706 0.4031
H -4.4109 -1.3538 0.1590
H -4.7240 0.1610 0.3228
O -1.7053 -3.2246 -3.6737
H -1.2458 -3.7378 -4.2766
H -1.2961 -2.4485 -3.3415
O -2.0670 -4.0263 0.7156
H -2.2342 -3.1567 0.2749
H -2.7948 -4.3338 1.2942
O -5.0815 -2.4322 -2.3027
H -4.4260 -3.1389 -2.2718
H -4.5541 -1.6722 -2.5770
O -2.1978 3.7567 -0.7298
H -2.0781 4.6845 -0.9964
H -2.8510 3.4264 -1.3180
O -3.3398 2.2171 2.0025
H -4.0075 2.8441 2.0847
H -2.9789 2.1895 1.1297
O -1.9058 0.6795 3.4659
H -2.1704 1.3599 2.9203
H -0.9463 0.6644 3.4038
O 4.9502 -0.6185 2.5392
H 4.0479 -0.2623 2.6232
H 5.3125 -0.3268 1.7007
O 0.3853 -0.3677 4.2348
H 0.6415 0.1179 5.0611
H 0.9050 -0.0060 3.5123
O -0.0803 2.6383 -2.8106
H -0.3796 2.4840 -3.7069
H -0.7037 2.1988 -2.2449
O 0.4564 3.3427 0.8441
H 0.1377 3.8321 0.1408
H 1.3636 3.5587 1.0155
O 4.2930 2.1278 -2.3330
H 3.8537 1.5851 -3.0170
H 3.9184 1.7967 -1.4969
O 1.0158 2.4524 3.8054
H 1.2694 1.8674 4.5110
H 1.6210 2.3701 3.0237
O 2.9598 3.0778 1.7430
H 3.5610 2.7279 2.4019
H 3.2697 3.8726 1.2732
O -3.3063 -4.6458 -1.8460
H -2.8178 -4.8007 -1.1046
H -2.8439 -4.6341 -2.6383
O -0.4013 -2.8662 2.5726
H -0.6561 -3.2498 1.7739
H 0.3532 -2.3624 2.3338
O 6.0496 -0.3644 0.2040
H 5.5325 0.3846 0.0573
H 6.8920 -0.0815 -0.1721
O 5.4820 2.5414 0.6143
H 4.5548 2.3922 0.7713
H 5.5222 3.2474 1.2423
O -3.8390 -0.3132 -3.2667
H -2.9237 -0.4248 -3.3064
H -4.1641 -0.3608 -4.2067
O -3.8403 2.5985 -2.6593
H -4.2983 2.8815 -1.8748
H -4.0388 1.6778 -2.9187
O 0.1149 -3.8317 -1.2641
H -0.6975 -4.1873 -1.6565
H -0.0505 -2.9724 -0.8808
O 2.2493 -2.9963 3.7624
H 1.5198 -2.7927 4.3213
H 2.8018 -2.2534 4.0245
O 1.9827 1.1131 -3.4288
H 1.3163 1.7338 -3.1313
H 2.1024 0.4539 -2.7575
```

# 2
Density functional theory data (ωB97M-V/def2-TZVPD) for a molecular structure, C29H36N4OS4Se2Ti in a non-equilibrium geometry.

HOMO energy (alpha / beta): 0.126 / 0.199 eV
HOMO-LUMO gap (alpha / beta): 3.93 / 3.86 eV
total charge: -2

```
77
C29H36N4OS4Se2Ti, DFT ωB97M-V/def2-TZVPD
Ti -0.0702 0.4593 0.3763
C -1.3772 4.3840 0.3606
C -1.4288 3.5494 1.6452
C -2.4595 2.4134 1.5563
N -1.8365 1.1382 1.2321
C -2.5360 0.0191 1.4728
C -3.9591 0.0285 1.5755
C -4.8356 -1.0239 1.8235
C -4.6008 -2.3482 2.1548
C -3.3362 -2.9607 2.3387
C -2.0903 -2.4311 2.1981
C -1.6696 -1.1133 1.7826
N -0.3666 -0.7530 1.8392
C 0.5106 -1.1878 2.9074
C 1.7251 -1.9976 2.4382
C 2.2728 -1.4917 1.0802
N 1.8571 -0.1574 0.6827
C 2.5391 0.8883 1.1308
C 3.4992 0.8494 2.1604
C 4.4442 1.8086 2.5118
C 4.8676 2.9167 1.7985
C 4.3560 3.3793 0.5779
C 3.1853 3.0446 -0.0598
C 2.1883 2.1151 0.3486
N 0.9345 2.1357 -0.0444
C 0.5144 3.2456 -0.9195
C -0.9783 3.5493 -0.8590
H -2.3663 4.8262 0.1936
H -0.6718 5.2145 0.4877
H -0.4546 3.1037 1.8384
H -1.6767 4.1989 2.4912
H -2.9673 2.3116 2.5211
H -3.2291 2.7000 0.8240
H -4.4422 0.9671 1.3388
H -5.8839 -0.7438 1.7522
H -5.4671 -2.9856 2.2937
H -3.3660 -4.0064 2.6328
H -1.2707 -3.1114 2.4129
H 0.8870 -0.2897 3.4102
H -0.0413 -1.7642 3.6529
H 2.4977 -1.9530 3.2119
H 1.4351 -3.0457 2.3246
H 3.3661 -1.5533 1.0777
H 1.9028 -2.1600 0.3085
H 3.5166 -0.0501 2.7638
H 4.9879 1.5972 3.4272
H 5.7167 3.4601 2.2000
H 4.9402 4.1574 0.0958
H 2.9871 3.5719 -0.9827
H 1.0625 4.1574 -0.6542
H 0.7819 2.9772 -1.9424
H -1.2494 4.0816 -1.7746
H -1.5215 2.6043 -0.8593
C 0.1522 -4.5920 -0.1511
Se -0.5101 -2.8489 -0.8498
C -0.8361 -3.6753 -2.6070
C 0.3832 -3.9452 -3.4820
Se 1.2272 -2.3097 -4.1523
C 2.5526 -2.0659 -2.7450
H -0.6341 -5.3476 -0.1815
H 0.4608 -4.4343 0.8828
H 1.0133 -4.9318 -0.7293
H -1.5244 -2.9864 -3.0943
H -1.3555 -4.6130 -2.3911
H 0.0753 -4.4976 -4.3728
H 1.1400 -4.5284 -2.9545
H 3.5497 -2.1293 -3.1776
H 2.4120 -2.8535 -2.0092
H 2.3977 -1.0899 -2.2950
O -3.3795 1.4612 -6.4995
C -2.5640 1.2890 -5.6067
S -2.9411 0.6197 -4.0320
C -1.3103 0.6401 -3.3331
C -0.3183 1.1617 -4.1122
S 1.3743 1.3145 -3.8265
S -0.8616 1.6928 -5.7238
S -1.3263 -0.0557 -1.7117
```

# 3
Density functional theory data (ωB97M-V/def2-TZVPD) for a molecular structure, C33H33MnNO3P2.

<S²>: 6.047
energy above the lowest of the compared OMol25 structures with the same formula, charge and spin: 0.0 kJ/mol
HOMO energy (alpha / beta): -16.969 / -16.969 eV
HOMO-LUMO gap (alpha / beta): 5.82 / 7.23 eV
multiplicity: 5
total charge: +3

```
73
C33H33MnNO3P2, DFT ωB97M-V/def2-TZVPD
Mn -1.7230 -0.0087 0.7848
O -3.5320 0.6908 0.6235
C -4.6117 0.3008 1.5737
C -5.1453 -1.0665 1.2118
C -4.0400 -2.0935 0.9147
C -3.0828 -2.2821 2.0629
C -3.2463 -3.3131 2.9713
C -2.3738 -3.4456 4.0395
C -1.3367 -2.5335 4.1824
C -1.2079 -1.5305 3.2501
N -2.0578 -1.4022 2.2064
H -3.9068 0.9491 -0.2323
H -5.3571 1.0916 1.5282
H -4.1297 0.3306 2.5485
H -5.8256 -1.0092 0.3612
H -5.7450 -1.4027 2.0614
H -3.4899 -1.8224 0.0045
H -4.5094 -3.0493 0.6865
H -4.0631 -4.0088 2.8348
H -2.5023 -4.2508 4.7507
H -0.6366 -2.5938 5.0027
H -0.4180 -0.7962 3.3198
O -0.0260 0.3611 1.2830
P 1.4401 0.1693 0.7175
C 1.2489 -0.5552 -0.9382
P -0.1161 0.1478 -1.9188
O -1.3959 -0.0584 -1.0281
C 0.1658 1.8785 -2.1650
C -0.7988 2.8130 -1.7911
C -0.5570 4.1644 -1.9777
C 0.6469 4.5798 -2.5299
C 1.6112 3.6502 -2.9060
C 1.3740 2.2990 -2.7292
C -0.2555 -0.7512 -3.4243
C -0.3793 -0.0537 -4.6294
C -0.5131 -0.7597 -5.8140
C -0.5265 -2.1472 -5.7964
C -0.4124 -2.8451 -4.5960
C -0.2761 -2.1530 -3.4098
C 2.3451 -0.9399 1.7527
C 2.9690 -2.0863 1.2553
C 3.7250 -2.8777 2.1067
C 3.8532 -2.5287 3.4435
C 3.2378 -1.3828 3.9403
C 2.4932 -0.5797 3.0984
C 2.2006 1.7645 0.6402
C 3.5511 1.8106 0.2749
C 4.1999 3.0303 0.2229
C 3.5118 4.1935 0.5511
C 2.1757 4.1450 0.9265
C 1.5116 2.9292 0.9721
H 1.0667 -1.6297 -0.8435
H 2.1776 -0.4244 -1.5024
H -1.7489 2.4912 -1.3819
H -1.3083 4.8927 -1.7049
H 0.8328 5.6349 -2.6806
H 2.5409 3.9809 -3.3483
H 2.1238 1.5819 -3.0451
H -0.3703 1.0285 -4.6456
H -0.6055 -0.2270 -6.7501
H -0.6253 -2.6941 -6.7245
H -0.4271 -3.9261 -4.5958
H -0.1925 -2.7065 -2.4812
H 2.8893 -2.3666 0.2134
H 4.2194 -3.7601 1.7256
H 4.4491 -3.1447 4.1035
H 3.3625 -1.1079 4.9785
H 2.0527 0.3354 3.4797
H 4.1029 0.9036 0.0516
H 5.2438 3.0766 -0.0546
H 4.0271 5.1445 0.5256
H 1.6536 5.0535 1.1935
H 0.4724 2.8913 1.2693
```

# 4
Density functional theory data (ωB97M-V/def2-TZVPD) for 2 unconnected molecules or ions with the total composition C6H9N in a non-equilibrium geometry.

<S²>: 2.007
energy above the lowest of the compared OMol25 structures with the same formula, charge and spin: 323.1 kJ/mol
HOMO energy (alpha / beta): -4.943 / -9.911 eV
HOMO-LUMO gap (alpha / beta): 5.96 / 8.26 eV
multiplicity: 3

```
16
C6H9N, DFT ωB97M-V/def2-TZVPD
C -1.2949 -1.6960 1.0288
C -1.8859 0.5481 -0.8523
C 0.5021 -0.7288 -1.4228
C 0.7263 0.6106 -0.7547
C -0.6225 0.1139 -0.9729
C 1.2189 0.3915 0.6835
N -1.6063 -1.5548 2.1362
H -2.7375 -0.1320 -0.9752
H -2.0274 1.5583 -0.6525
H 0.4582 -0.9074 -2.5133
H 0.9381 -1.6721 -0.8659
H 1.2156 1.3285 -1.4890
H 0.3972 0.1262 1.3187
H 1.8493 1.1789 1.2116
H 1.8997 -0.5292 0.7728
H -1.8448 -1.3406 3.1312
```

DFT total energy in eV, matching the order above: -71128.5806 -235813.8699 -92266.2682 -7849.5171